Below is a structure of composition C4H10N2O in a non-equilibrium geometry, with properties calculated with ωB97M-V/def2-TZVPD.

HOMO energy in eV: -7.9
Energy in eV: -9329.4733
HOMO-LUMO gap in eV: 3.59

CARTESIAN COORDINATES (ANGSTROEM)
1 C 2.95 0.12 0.21
2 N 2.52 1.23 0.74
3 C -0.32 0.25 0.17
4 C -1.66 -0.40 0.17
5 C -2.03 -1.57 0.62
6 N -3.29 0.86 -1.25
7 O 2.31 -0.70 -0.46
8 H 4.05 -0.12 0.35
9 H 3.28 1.72 1.21
10 H 0.30 -0.43 0.78
11 H 0.18 0.24 -0.82
12 H -0.35 1.28 0.52
13 H -2.42 0.24 -0.53
14 H -3.03 -1.98 0.68
15 H -1.36 -2.24 1.15
16 H -3.30 1.22 -2.19
17 H -4.18 0.54 -0.90

=====

Below is a cluster of 14 separate species, H28O14 in total in a non-equilibrium geometry, with properties calculated with ωB97M-V/def2-TZVPD.

HOMO energy in eV: -10.9
Energy in eV: -29115.9322
HOMO-LUMO gap in eV: 10.65

CARTESIAN COORDINATES (ANGSTROEM)
1 H 1.06 0.67 -0.84
2 H 0.61 -0.51 -0.01
3 H -2.58 0.13 2.81
4 H -3.71 -0.83 2.46
5 H 0.96 -1.79 -1.30
6 H 1.50 -2.53 -2.50
7 H 2.45 -0.67 2.43
8 H 1.90 -0.62 1.05
9 H -3.45 -0.82 -2.42
10 H -4.40 0.01 -1.45
11 H -2.74 3.44 0.99
12 H -2.01 2.09 0.62
13 H -0.05 1.15 3.92
14 H 0.60 -0.13 3.48
15 H -3.61 2.39 -1.13
16 H -4.82 1.62 -1.52
17 H 5.53 1.52 -0.33
18 H 5.08 2.43 -1.48
19 H 0.21 -3.15 0.12
20 H 1.40 -2.40 0.66
21 H 0.34 5.20 0.70
22 H 1.31 4.75 -0.33
23 H -2.93 -3.22 -0.47
24 H -2.06 -4.29 0.26
25 H 2.91 -0.51 -4.04
26 H 2.48 0.75 -3.63
27 H 3.62 -3.19 1.75
28 H 2.19 -2.99 1.92
29 O 0.24 0.30 -0.34
30 O -3.18 -0.09 2.13
31 O 0.83 -1.86 -2.27
32 O 1.84 -0.21 1.84
33 O -4.35 -0.74 -2.03
34 O -2.30 2.98 0.34
35 O 0.75 0.60 3.98
36 O -4.32 1.76 -0.77
37 O 5.81 2.14 -1.01
38 O 0.95 -3.24 0.68
39 O 0.51 5.25 -0.25
40 O -2.37 -3.92 -0.62
41 O 2.46 -0.18 -3.31
42 O 2.90 -2.62 1.41

=====

Below is the molecule C5H9N3O3 in a non-equilibrium geometry, with properties calculated with ωB97M-V/def2-TZVPD.

HOMO energy (spin up / spin down) in eV: -9.1 / -8.8
Energy in eV: -15935.8916
HOMO-LUMO gap (spin up / spin down) in eV: 7.90 / 7.87

CARTESIAN COORDINATES (ANGSTROEM)
1 C 0.96 -0.93 0.43
2 C 1.78 -0.38 -0.91
3 C -0.06 0.03 0.81
4 C -1.89 -0.67 -0.56
5 C -1.45 -0.20 0.81
6 N 1.12 0.54 -1.71
7 N 0.36 1.36 -1.23
8 N 0.48 1.20 1.46
9 O -0.17 2.36 -1.58
10 O -0.35 2.00 1.90
11 O 1.68 1.32 1.44
12 H 0.64 -1.94 0.15
13 H 1.68 -0.97 1.33
14 H 2.75 0.05 -0.63
15 H 2.01 -1.21 -1.46
16 H -1.82 0.20 -1.33
17 H -2.93 -0.95 -0.61
18 H -1.21 -1.48 -0.86
19 H -1.51 -0.99 1.50
20 H -2.08 0.67 1.03

=====

Below is a structure of composition C3H3O2Rh in a non-equilibrium geometry, with properties calculated with ωB97M-V/def2-TZVPD.

Multiplicity: 5
HOMO energy (spin up / spin down) in eV: -7.0 / -9.1
Energy in eV: -10256.1767
<S²>: 6.007
HOMO-LUMO gap (spin up / spin down) in eV: 7.64 / 7.19

CARTESIAN COORDINATES (ANGSTROEM)
1 C 1.49 -0.50 0.42
2 O -0.09 0.86 -0.60
3 C 0.42 -0.69 1.17
4 C 1.25 0.52 -0.69
5 O -0.44 -1.10 1.86
6 H 2.48 -0.74 0.82
7 H 1.91 1.40 -0.51
8 H 1.54 0.07 -1.66
9 Rh -1.72 0.51 -1.43